1.
12
Properties=species:S:1:pos:R:3:forces:R:3 method="wB97M-V/def2-TZVPD" mol_weight_g_mol=64.1 homo_ev=-9.75 energy_ev=-6297.602 homo_lumo_gap_ev=10.5 smiles=COC.O
O -2.9530 3.3914 2.2358 0.90 0.84 -0.19
O 0.4487 0.4084 1.2667 -0.58 1.17 0.14
C 0.0000 0.0000 0.0000 0.53 -1.24 -0.25
C 0.8647 1.7576 1.3906 0.34 -0.27 0.67
H 1.1681 1.8158 2.4495 -0.03 0.33 -0.47
H -0.6667 -0.8549 0.2032 0.21 0.31 -0.34
H 1.7359 2.0046 0.7609 -0.20 -0.18 0.02
H -0.5238 0.7034 -0.6689 0.16 0.27 0.69
H -2.6650 3.8002 1.3883 -0.30 -0.41 0.94
H 0.9011 -0.3716 -0.5163 -0.43 0.01 -0.39
H 0.0757 2.5067 1.2091 -0.01 -0.41 -0.07
H -2.3775 3.8047 2.9187 -0.60 -0.43 -0.76

---

2.
12
Properties=species:S:1:pos:R:3:forces:R:3 method="wB97M-V/def2-TZVPD" charge=+1 mol_weight_g_mol=64.1 s_squared=0.758 homo_ev="-17.60 / -15.69" energy_ev=-6286.783 homo_lumo_gap_ev="13.8 / 4.9" spin_multiplicity=2
O 0.8682 -1.2699 0.6331 -0.10 0.28 0.42
O 0.8823 1.6689 0.0238 -0.81 -1.68 0.25
C -0.5220 -1.4355 0.8869 0.53 0.16 0.94
C 0.0172 1.3450 -1.1057 1.45 1.79 1.04
H 0.6965 1.0377 0.7528 0.10 0.38 0.31
H -0.8809 -2.3631 0.4309 -0.10 0.09 -0.26
H 1.0152 -0.8467 -0.2081 0.31 -0.14 -0.82
H 0.1383 0.2918 -1.3720 -0.14 0.07 -0.36
H -0.5755 -1.5487 1.9704 -0.25 -0.07 -0.09
H -1.0799 -0.5505 0.5731 -0.25 -0.25 -0.22
H -1.0128 1.5846 -0.8225 -0.10 -0.15 -0.08
H 0.4533 2.0863 -1.7628 -0.65 -0.49 -1.13

---

3.
15
Properties=species:S:1:pos:R:3:forces:R:3 method="wB97M-V/def2-TZVPD" mol_weight_g_mol=156.3 homo_ev=-9.01 energy_ev=-35848.108 homo_lumo_gap_ev=9.3
S 1.8134 0.5411 -1.9706 0.39 0.38 0.53
S 2.5358 -1.6498 0.8359 0.01 -0.15 -0.80
Si 1.4147 -0.0326 0.0434 -3.65 -2.05 -0.80
O -0.7205 -0.7358 -0.1699 3.81 2.33 0.85
O 1.4223 1.1394 1.1204 0.45 -0.27 0.13
C -0.8493 -2.0297 -0.6210 0.05 -0.46 -0.17
C 0.6085 2.2858 1.1809 -0.31 0.64 0.06
H 1.2034 3.1568 0.8941 -0.13 -0.05 0.05
H -0.2127 -2.7367 -0.0717 -0.06 -0.15 -0.06
H -0.2537 2.1927 0.5227 -0.07 0.04 0.00
H -1.8954 -2.3220 -0.4687 0.07 -0.17 -0.11
H 0.2711 2.3940 2.2120 -0.03 0.08 -0.11
H 1.1312 -0.4528 -2.5241 -0.34 -0.35 0.01
H -0.6211 -2.1220 -1.6963 -0.05 -0.16 -0.01
H 2.6306 -1.1607 2.0616 -0.15 0.33 0.42

---

4.
13
Properties=species:S:1:pos:R:3:forces:R:3 method="wB97M-V/def2-TZVPD" mol_weight_g_mol=92.2 homo_ev=-9.39 energy_ev=-14173.022 homo_lumo_gap_ev=10.4 smiles=CCOO[SiH3]
Si -2.6476 -0.4961 0.0808 1.45 0.14 0.84
O -0.2129 0.1754 -0.7676 -1.30 0.12 -0.31
O -1.0594 0.0018 0.3930 0.66 0.38 -0.18
C 1.5190 -1.2463 0.2872 -1.13 0.25 -2.48
C 1.1676 0.1121 -0.4495 -1.31 -1.71 0.37
H 1.2586 -2.0951 -0.4222 0.31 0.99 0.80
H 1.4650 1.0125 0.0382 0.35 0.54 0.91
H -3.6333 0.6489 -0.0698 0.39 -0.73 -0.38
H 2.5609 -1.2884 0.4694 1.09 -0.08 0.34
H -2.4900 -1.5863 -0.9428 -0.63 0.52 0.17
H -2.6165 -0.9729 1.4851 -1.01 -0.30 -0.13
H 0.9540 -1.4192 1.1956 -0.05 0.42 0.10
H 1.4390 0.2274 -1.4950 1.19 -0.54 -0.05

---

5.
13
Properties=species:S:1:pos:R:3:forces:R:3 method="wB97M-V/def2-TZVPD" mol_weight_g_mol=80.1 homo_ev=-8.85 energy_ev=-8345.440 homo_lumo_gap_ev=9.5 smiles="C=CO.O.O"
O -0.4786 -3.0439 -0.2441 -0.22 -0.05 -0.06
O -2.3818 -0.3357 -0.5330 -0.09 -0.27 -0.37
O 0.4209 0.3863 -0.0025 -0.05 0.20 0.08
C 0.8677 1.5058 0.6445 -0.14 -0.69 0.37
C 1.9934 2.1271 0.3432 -0.22 0.43 0.19
H -0.1341 -3.7878 0.2682 0.07 0.37 -0.22
H 0.2667 -2.5187 -0.5555 0.13 -0.16 0.23
H 0.2836 1.7509 1.5319 -0.04 0.36 -0.29
H -0.5263 0.2862 0.1837 0.10 -0.13 -0.22
H 2.6353 1.8011 -0.4546 0.07 0.01 -0.25
H 2.2264 3.0328 0.8917 0.21 -0.24 0.01
H -2.0931 -1.1635 -0.9440 0.11 -0.04 0.34
H -3.0800 -0.0405 -1.1296 0.07 0.21 0.19

---

6.
15
Properties=species:S:1:pos:R:3:forces:R:3 method="wB97M-V/def2-TZVPD" charge=+1 mol_weight_g_mol=143.1 homo_ev=-15.28 energy_ev=-28463.346 homo_lumo_gap_ev=10.8
S -2.5531 -1.0142 0.2946 0.20 0.42 -0.01
P -0.7754 -0.2821 -0.4196 -1.10 1.74 -4.35
O -0.1477 0.8811 0.3646 -0.25 -0.83 -0.13
O -1.2008 0.6842 -2.1659 1.40 -1.75 4.81
O 0.2429 -1.4292 -0.5445 -0.96 0.35 -0.06
C -0.6474 2.2348 0.3256 -0.16 1.20 -0.10
C 1.6771 -1.2902 -0.4312 1.12 -0.15 0.03
H -2.2718 -2.2856 -0.0312 0.23 -0.05 -0.08
H 1.9365 -0.5965 0.3664 -0.13 -0.05 -0.04
H -0.7129 2.5661 -0.7089 0.05 -0.08 0.07
H 2.0413 -2.2892 -0.1929 -0.08 0.17 -0.05
H -1.6245 2.3030 0.7998 0.06 -0.15 0.08
H 0.0793 2.8341 0.8697 -0.09 -0.13 -0.01
H -1.3610 0.0613 -2.8762 -0.10 -0.66 -0.18
H 2.0997 -0.9544 -1.3772 -0.19 -0.02 0.02

---

7.
12
Properties=species:S:1:pos:R:3:forces:R:3 method="wB97M-V/def2-TZVPD" charge=+1 mol_weight_g_mol=80.2 s_squared=0.754 homo_ev="-14.58 / -14.19" energy_ev=-15076.048 homo_lumo_gap_ev="10.1 / 4.4" spin_multiplicity=2
S 0.5864 0.6178 -1.9016 0.03 -0.06 0.18
O -1.6451 -1.5384 0.0234 0.55 0.42 0.49
C -1.4775 -0.8424 1.2947 0.25 -0.74 -1.08
C 1.5440 1.2251 -0.5288 0.34 -0.99 -0.57
H 1.3021 -0.5020 -2.1568 0.01 0.03 0.01
H -2.4597 -0.5159 1.6197 0.11 0.23 0.28
H 1.1019 2.1036 -0.1690 -0.84 1.25 0.45
H -1.0015 -1.5241 1.9905 -0.26 -0.14 0.21
H -0.7680 -0.0362 1.1244 -0.23 0.48 0.36
H 2.5311 1.4734 -0.9149 0.33 -0.19 0.02
H 1.5928 0.4676 0.2557 0.17 -0.12 -0.07
H -1.3064 -0.9284 -0.6373 -0.47 -0.15 -0.29

---

8.
13
Properties=species:S:1:pos:R:3:forces:R:3 method="wB97M-V/def2-TZVPD" mol_weight_g_mol=112.2 homo_ev=-9.02 energy_ev=-25920.880 homo_lumo_gap_ev=9.6 smiles=CSS.CO
S -0.4278 0.9575 0.0472 0.48 0.03 0.04
S 1.4472 1.4319 -0.6648 -0.43 -0.14 0.03
O 0.3910 -2.7526 0.8793 0.17 0.62 0.28
C -0.6247 -3.4505 1.5768 -0.16 0.27 -0.25
C -1.5773 1.5815 -1.1984 -0.39 -0.88 -0.16
H -2.0832 0.6974 -1.5920 -0.10 0.17 -0.11
H -1.1280 2.1013 -2.0381 0.27 0.15 0.23
H -0.4448 -3.6132 2.6256 0.90 -0.51 0.48
H -2.3045 2.1874 -0.6788 -0.15 0.37 -0.05
H -1.5993 -2.9501 1.6628 0.01 0.14 -0.95
H 0.6764 -1.9501 1.3375 -0.31 -0.25 -0.04
H -0.6564 -4.3701 1.0009 -0.62 -0.27 0.45
H 1.3999 2.6880 -0.2254 0.31 0.31 0.04

---

9.
14
Properties=species:S:1:pos:R:3:forces:R:3 method="wB97M-V/def2-TZVPD" mol_weight_g_mol=140.3 homo_ev="-8.85 / -8.85" energy_ev=-33797.278 homo_lumo_gap_ev="5.6 / 5.6"
S 1.0566 -1.4071 2.1736 -1.37 1.15 -0.73
S 2.6914 2.7106 -0.4337 -1.81 -1.66 1.94
Si 0.4416 0.0203 0.4053 -3.65 -3.74 1.09
O 1.6089 0.9898 0.8003 3.45 3.63 -1.39
C -1.4274 0.6800 0.5465 0.99 -2.93 -2.75
C 0.3721 -1.2417 -1.0029 -1.24 1.03 -1.17
H -0.2698 -2.1275 -0.8676 0.37 0.38 0.79
H -1.2133 1.6338 0.1813 -0.30 2.06 -0.60
H -0.0772 -0.8361 -1.9295 -0.02 0.45 0.34
H -2.0748 0.7091 1.3662 -0.23 0.15 1.82
H 1.3042 -1.5535 -1.3758 1.53 -0.65 -0.01
H 3.1046 2.0407 -1.4991 0.02 -0.59 -0.31
H -2.0925 0.1390 -0.2492 1.49 0.88 1.07
H -0.2306 -1.2877 2.6376 0.75 -0.15 -0.09

---

10.
14
Properties=species:S:1:pos:R:3:forces:R:3 method="wB97M-V/def2-TZVPD" mol_weight_g_mol=158.2 homo_ev=-8.76 energy_ev=-42450.702 homo_lumo_gap_ev=9.3 smiles=CC[PH]#[PH]SS
S -3.7792 -0.9529 -0.2912 0.22 -0.52 -0.10
S -2.6276 0.3367 0.8208 0.28 0.26 -0.16
P -1.3866 1.1371 -0.7459 -0.50 -2.33 -0.47
P 0.3943 1.1808 0.4503 -1.03 -2.59 2.28
C 2.4465 -0.6541 0.3290 -0.58 -0.79 0.25
C 0.8894 -0.6266 -0.0048 3.35 4.05 0.64
H 2.7759 -0.4192 1.4192 -1.04 -1.10 -1.66
H 0.4093 -1.3645 0.4733 -1.90 -2.28 2.61
H 1.0661 1.7123 -0.5402 1.61 1.21 -2.18
H 2.9651 0.1126 -0.2000 0.20 0.74 -0.74
H -4.9635 -0.4574 0.0321 -0.41 0.32 0.02
H 0.6332 -0.8328 -1.0012 0.33 0.12 -1.80
H -1.6452 2.4248 -0.6148 -0.72 2.53 0.28
H 2.8223 -1.5968 -0.1266 0.19 0.39 1.02